Record 1
The following is a DFT calculation (ωB97M-V with the def2-TZVPD basis set) of C15H14BrFN4O3S in the gas phase in a non-equilibrium geometry.

The geometry in ORCA input format:
```
! RIJCOSX wB97M-V def2-TZVPD def2/J DEFGRID3
* xyz 0 1
C -0.746 -3.214 1.453
H -0.380 -2.557 2.237
H -0.125 -4.104 1.429
H -1.769 -3.504 1.681
C -0.682 -2.509 0.101
N -1.550 -1.362 0.071
N -2.740 -1.437 -0.497
C -3.347 -0.270 -0.346
C -2.505 0.593 0.372
C -1.347 -0.141 0.632
C -0.127 0.286 1.229
N 1.031 -0.321 1.182
C 1.870 0.573 1.777
N 1.254 1.648 2.190
O -0.046 1.474 1.842
C 3.320 0.397 1.774
H 3.814 1.047 2.488
H 3.609 -0.643 1.878
S 3.913 0.923 0.081
O 4.557 2.196 0.222
O 4.668 -0.168 -0.466
C 2.402 1.127 -0.871
C 1.910 0.047 -1.580
C 0.675 0.145 -2.196
C -0.034 1.329 -2.066
C 0.461 2.424 -1.374
C 1.703 2.316 -0.771
H 2.132 3.134 -0.215
H -0.126 3.326 -1.301
F -1.257 1.411 -2.620
H 0.251 -0.674 -2.754
H 2.503 -0.852 -1.634
Br -2.827 2.377 0.832
C -4.692 0.024 -0.893
H -4.612 0.756 -1.695
H -5.132 -0.888 -1.284
H -5.333 0.440 -0.118
H -1.030 -3.175 -0.691
H 0.338 -2.176 -0.099
*
```

Calculated values
Molar mass   429.27 g/mol
Maximum force   1.4 eV/Å
Gap between HOMO and LUMO   9.18 eV
E_HOMO   -9.30 eV

Record 2
The following is a DFT calculation (ωB97M-V with the def2-TZVPD basis set) of a molecular structure, C53H52N7O3PV in a non-equilibrium geometry.

The geometry in ORCA input format:
```
! RIJCOSX wB97M-V def2-TZVPD def2/J DEFGRID3
* xyz 0 2
V -0.642 -0.552 -0.295
C 1.352 -2.775 2.560
C 0.887 -2.159 1.266
N 0.369 -0.928 1.226
N 0.518 -0.042 2.250
C 1.659 0.582 2.309
O 2.689 0.371 1.576
C 1.843 1.686 3.291
C 1.597 1.528 4.648
C 1.946 2.529 5.538
C 2.519 3.706 5.082
C 2.738 3.882 3.726
C 2.416 2.872 2.839
C 0.893 -2.822 0.022
C 1.257 -4.172 -0.208
C 1.267 -4.665 -1.489
C 0.902 -3.820 -2.550
C 0.515 -2.520 -2.256
N 0.531 -2.010 -1.034
H 0.992 -2.165 3.390
H 0.957 -3.786 2.662
H 2.442 -2.829 2.625
H 1.150 0.609 4.992
H 1.782 2.388 6.596
H 2.792 4.481 5.784
H 3.173 4.806 3.367
H 2.613 2.995 1.783
H 1.487 -4.812 0.632
H 1.536 -5.695 -1.675
H 0.897 -4.182 -3.566
H 0.209 -1.838 -3.045
O -1.904 -1.791 -0.516
C -3.144 -1.969 0.026
C -3.142 -1.355 1.451
C -2.975 0.133 1.425
C -3.902 0.938 2.070
C -3.735 2.314 2.077
C -2.600 2.831 1.472
C -1.705 1.970 0.857
C -0.461 2.489 0.216
C -0.504 2.118 -1.297
O -0.269 0.775 -1.431
C 0.574 2.876 -2.074
C 1.811 3.140 -1.497
C 2.787 3.824 -2.201
C 2.553 4.224 -3.505
C 1.348 3.914 -4.108
C 0.363 3.253 -3.397
C -1.892 2.572 -1.752
C -2.220 3.925 -1.705
C -3.508 4.343 -1.973
C -4.483 3.414 -2.297
C -4.156 2.072 -2.371
C -2.867 1.650 -2.094
N -1.905 0.644 0.793
C -3.457 -3.470 0.180
C -4.735 -3.924 0.487
C -4.997 -5.278 0.596
C -3.989 -6.204 0.390
C -2.715 -5.758 0.084
C -2.452 -4.404 -0.017
C -4.232 -1.436 -0.901
C -4.044 -1.620 -2.267
C -5.038 -1.291 -3.170
C -6.243 -0.776 -2.717
C -6.425 -0.558 -1.362
C -5.426 -0.885 -0.459
H -4.043 -1.637 1.999
H -2.270 -1.792 1.955
H -4.744 0.490 2.578
H -4.455 2.958 2.558
H -2.405 3.892 1.479
H -0.366 3.568 0.346
H 0.391 1.973 0.662
H 2.019 2.810 -0.490
H 3.734 4.053 -1.730
H 3.307 4.773 -4.047
H 1.174 4.190 -5.138
H -0.580 3.038 -3.877
H -1.461 4.652 -1.450
H -3.760 5.393 -1.917
H -5.496 3.734 -2.488
H -4.910 1.347 -2.630
H -2.606 0.599 -2.128
H -5.543 -3.222 0.625
H -5.997 -5.614 0.836
H -4.201 -7.262 0.461
H -1.916 -6.461 -0.093
H -1.462 -4.053 -0.268
H -3.100 -2.027 -2.603
H -4.873 -1.438 -4.229
H -7.029 -0.532 -3.417
H -7.351 -0.131 -1.004
H -5.590 -0.707 0.591
C 5.265 -2.223 -1.649
N 5.213 -1.907 -0.161
C 6.091 -0.695 0.090
N 5.721 0.393 -0.727
C 5.796 0.020 -2.125
N 4.928 -1.100 -2.432
C 3.520 -0.735 -2.269
P 2.943 -0.183 -0.516
C 3.827 -1.660 0.284
C 4.430 0.970 -0.380
H 4.558 -3.036 -1.844
H 6.288 -2.550 -1.869
H 5.581 -2.705 0.361
H 7.121 -0.995 -0.138
H 5.998 -0.428 1.144
H 6.832 -0.251 -2.360
H 5.497 0.869 -2.736
H 2.911 -1.581 -2.595
H 3.304 0.093 -2.947
H 3.237 -2.559 0.087
H 3.840 -1.467 1.355
H 4.486 1.357 0.637
H 4.245 1.798 -1.064
*
```

Calculated values
Molar mass   916.96 g/mol
Maximum force   2.2 eV/Å
Gap between HOMO and LUMO (spin up / spin down)   5.16 / 5.10 eV
ΔE to the lowest compared entry with this formula, charge and spin   18.3 kcal per mole
E_HOMO (spin up / spin down)   -5.27 / -5.22 eV

Record 3
The following is a DFT calculation (ωB97M-V with the def2-TZVPD basis set) of C4H9N3 in the gas phase in a non-equilibrium geometry.

The geometry in ORCA input format:
```
! RIJCOSX wB97M-V def2-TZVPD def2/J DEFGRID3
* xyz 0 1
C -2.203 0.714 0.549
C 1.786 0.840 -0.716
N -0.768 0.740 0.518
C 1.238 -0.233 0.170
C -0.699 -1.457 -0.375
N -0.200 -0.343 0.098
N 1.824 -1.004 0.955
H 2.836 -0.901 1.004
H -2.591 -0.151 1.097
H -2.630 0.694 -0.463
H -2.522 1.629 1.045
H 1.320 1.784 -0.435
H 2.866 0.916 -0.622
H 1.523 0.631 -1.751
H -1.755 -1.602 -0.452
H -0.025 -2.255 -0.620
*
```

Calculated values
Molar mass   99.14 g/mol
Maximum force   1.1 eV/Å
Gap between HOMO and LUMO   8.68 eV
ΔE to the lowest compared entry with this formula, charge and spin   68.8 kcal per mole
E_HOMO   -7.68 eV

Record 4
The following is a DFT calculation (ωB97M-V with the def2-TZVPD basis set) of a molecular structure, H2NaO.

The geometry in ORCA input format:
```
! RIJCOSX wB97M-V def2-TZVPD def2/J DEFGRID3
* xyz 1 1
O 1.619 0.591 -1.784
H 1.232 1.122 -2.516
H 2.394 0.138 -2.188
Na -0.259 -0.095 0.289
*
```

Calculated values
Molar mass   41.00 g/mol
Maximum force   1.0 eV/Å
Gap between HOMO and LUMO   11.16 eV
ΔE to the lowest compared entry with this formula, charge and spin   7.0 kcal per mole
E_HOMO   -16.35 eV

Record 5
The following is a DFT calculation (ωB97M-V with the def2-TZVPD basis set) of 2 unconnected molecules or ions with the total composition CHF3N2O in a non-equilibrium geometry.

The geometry in ORCA input format:
```
! RIJCOSX wB97M-V def2-TZVPD def2/J DEFGRID3
* xyz 0 1
C 0.496 0.509 -0.392
N 3.154 -1.542 1.599
N 3.322 -1.240 2.705
O 1.389 1.057 -0.906
F 3.179 -0.560 0.525
F 0.714 -0.270 0.680
F 3.644 0.047 3.121
H -0.516 0.772 -0.699
*
```

Calculated values
Molar mass   114.03 g/mol
Maximum force   4.5 eV/Å
Gap between HOMO and LUMO   11.74 eV
ΔE to the lowest compared entry with this formula, charge and spin   70.6 kcal per mole
E_HOMO   -11.79 eV

Record 6
The following is a DFT calculation (ωB97M-V with the def2-TZVPD basis set) of C4H10NOP in the gas phase in a non-equilibrium geometry.

The geometry in ORCA input format:
```
! RIJCOSX wB97M-V def2-TZVPD def2/J DEFGRID3
* xyz 0 1
C 2.066 -0.205 -0.241
C -2.053 -0.446 -0.673
C -0.708 1.356 0.767
C 0.596 -0.661 -0.913
N 2.234 -0.710 1.016
O 2.721 0.585 -0.834
P -0.602 -0.509 0.427
H -2.240 -1.277 -1.303
H -2.092 0.424 -1.341
H -2.848 -0.370 0.193
H -1.475 1.554 1.517
H -1.042 1.918 -0.183
H 0.164 1.654 1.393
H 0.633 -1.702 -1.207
H 0.363 -0.113 -1.851
H 1.370 -1.128 1.555
H 2.914 -0.370 1.677
*
```

Calculated values
Molar mass   119.10 g/mol
Maximum force   4.1 eV/Å
Gap between HOMO and LUMO   10.16 eV
ΔE to the lowest compared entry with this formula, charge and spin   26.4 kcal per mole
E_HOMO   -9.13 eV